The following is a DFT calculation (the ωB97M-V functional and the def2-TZVPD basis) of 2 unconnected molecules or ions with the total composition C2HN2O2 in a non-equilibrium geometry.

XYZ file:
```
7
Properties=species:S:1:pos:R:3:mulliken_charge:R:1
C 0.160 -0.143 -0.600 -0.25
C 1.505 -0.038 -1.050 0.49
N 0.431 0.568 -1.719 -0.46
N -1.380 -0.466 1.438 0.03
O -2.567 -0.194 1.329 -0.37
O 2.714 -0.167 -1.063 -0.63
H -0.864 0.439 1.664 0.19
```

Calculated values
2S+1: 1
Orbital gap (alpha / beta): 0.263 / 0.263 Eh
M: 85.0 g/mol
F_max: 0.0392 hartree/bohr
ΔE to the lowest compared entry with this formula, charge and spin: 119.5 kcal per mole
Net charge: -1
DFT total energy: -9161.0584 eV

***

The following is a DFT calculation (the ωB97M-V functional and the def2-TZVPD basis) of a molecular structure, C2HN2O2 in a non-equilibrium geometry.

XYZ file:
```
7
Properties=species:S:1:pos:R:3:mulliken_charge:R:1
C -1.196 0.003 -0.249 -0.03
C 1.355 0.253 -0.063 0.58
N -0.055 0.671 0.472 0.03
N 0.479 -0.680 0.428 0.21
O 2.399 0.685 -0.217 -0.07
O -0.666 -1.225 -0.134 -0.09
H -2.315 0.293 -0.237 0.37
```

Calculated values
2S+1: 3
Orbital gap (alpha / beta): 0.281 / 0.338 Eh
⟨S²⟩: 2.01
M: 85.0 g/mol
F_max: 0.0845 hartree/bohr
ΔE to the lowest compared entry with this formula, charge and spin: 0.0 kcal per mole
Net charge: +1
DFT total energy: -9146.5485 eV